(1)
{"formula": "C5H8O", "method": "wB97M-V/def2-TZVPD", "gap_ev": 9.10, "relative_energy_ev": 3.869, "total_charge": 0, "symbols": ["C", "C", "C", "C", "C", "O", "H", "H", "H", "H", "H", "H", "H", "H"], "coordinates": [[-1.2146, -0.6428, -0.5921], [-0.6406, 0.6413, -0.5008], [0.0265, 1.3306, 0.6542], [1.1473, 0.4665, 0.1729], [1.1920, -0.8390, 0.6447], [1.0859, -1.8048, -0.2032], [-1.5869, -1.0979, 0.3357], [-1.8574, -0.8140, -1.4538], [0.0604, -1.4586, -0.7203], [-0.5608, 1.1896, -1.4372], [-0.3553, 1.0217, 1.6297], [0.1383, 2.4127, 0.5725], [1.6080, 0.6778, -0.7921], [0.9572, -1.0831, 1.6898]], "forces_ev_per_a": [[-0.18, 0.15, 0.12], [0.08, -0.32, -0.15], [-0.07, 0.02, 0.16], [0.32, -0.15, 0.12], [-0.16, 0.31, 0.04], [-0.14, 0.12, -0.30], [0.32, -0.02, -0.23], [0.17, 0.04, 0.07], [-0.39, -0.12, 0.09], [0.06, -0.08, 0.06], [0.07, 0.05, -0.11], [-0.07, -0.18, -0.03], [-0.11, -0.03, 0.22], [0.10, 0.21, -0.05]]}


(2)
{"formula": "H12O6", "method": "wB97M-V/def2-TZVPD", "gap_ev": 10.77, "smiles": "O.O.O.O.O.O", "relative_energy_ev": 1.693, "total_charge": 0, "symbols": ["O", "H", "H", "O", "H", "H", "O", "H", "H", "O", "H", "H", "O", "H", "H", "O", "H", "H"], "coordinates": [[-1.4124, 0.6956, 18.9502], [-1.1779, 0.1318, 18.2090], [-0.6344, 0.6908, 19.5158], [0.6987, 3.7448, 17.6116], [1.4925, 3.5879, 18.1316], [1.0082, 4.2001, 16.8221], [-1.3702, 2.3249, 15.4511], [-1.3971, 1.4142, 15.1264], [-0.7887, 2.3101, 16.2221], [0.4973, 3.8892, 13.0712], [1.2253, 4.1416, 13.6448], [0.1021, 3.1233, 13.5059], [-3.3832, 0.9821, 12.6224], [-2.9983, 0.4685, 13.3409], [-3.7198, 0.3330, 11.9985], [-1.4142, -0.4513, 14.5750], [-1.6310, -1.3140, 14.2065], [-0.9690, -0.6430, 15.4063]], "forces_ev_per_a": [[0.04, -0.02, 0.01], [-0.04, -0.03, 0.00], [-0.01, 0.04, 0.03], [0.03, -0.15, -0.10], [0.00, 0.02, 0.02], [-0.06, 0.07, 0.00], [0.33, -0.17, -0.05], [-0.13, 0.29, -0.05], [-0.11, 0.15, 0.09], [0.11, -0.11, 0.00], [0.02, 0.02, -0.03], [-0.22, 0.12, 0.08], [-0.02, -0.08, -0.02], [0.02, 0.12, 0.03], [-0.02, 0.01, -0.02], [0.03, -0.19, 0.05], [0.03, 0.00, -0.04], [-0.01, -0.11, -0.02]]}


(3)
{"formula": "C3H8NO2S", "method": "wB97M-V/def2-TZVPD", "gap_ev": 7.17, "relative_energy_ev": 1.333, "total_charge": -1, "symbols": ["O", "C", "O", "H", "H", "C", "C", "S", "N", "H", "H", "H", "H", "H", "H"], "coordinates": [[-2.7108, 0.7094, -0.4391], [-2.8549, -0.4194, -0.8336], [-1.9276, -1.3718, -0.8526], [-3.8515, -0.7369, -1.1815], [-1.0602, -0.9044, -1.2886], [1.6601, 0.5282, 0.7938], [1.4928, -0.6101, -0.1976], [0.6320, -0.0675, -1.7123], [0.4147, 0.9070, 1.4486], [2.1251, 1.3632, 0.2519], [2.3687, 0.1863, 1.5699], [0.9521, -1.4512, 0.2490], [2.5016, -0.9610, -0.4404], [-0.2758, 1.0358, 0.7105], [0.5336, 1.7924, 1.9220]], "forces_ev_per_a": [[0.07, 0.31, -0.08], [0.21, -0.36, 0.55], [-0.44, 0.77, -1.04], [-0.03, -0.36, -0.04], [0.41, -0.17, 0.78], [0.51, -0.26, 0.41], [-0.09, 0.11, -0.22], [-0.17, -0.21, -0.18], [-0.14, -0.21, -0.20], [0.06, -0.03, 0.01], [-0.09, 0.19, -0.05], [0.04, 0.13, 0.14], [-0.09, -0.05, -0.11], [-0.15, 0.06, 0.07], [-0.09, 0.09, -0.05]]}


(4)
{"formula": "C2H6N2", "method": "wB97M-V/def2-TZVPD", "gap_ev": 10.21, "smiles": "[H]/N=N/CC", "relative_energy_ev": 1.845, "total_charge": 0, "symbols": ["C", "N", "C", "N", "H", "H", "H", "H", "H", "H"], "coordinates": [[1.2588, 0.1897, 0.2973], [-2.0929, -0.1427, 0.2276], [0.0474, -0.3514, -0.4574], [-1.0931, 0.4740, -0.1721], [-2.8602, 0.5229, 0.4060], [-0.1442, -1.4053, -0.2141], [0.2238, -0.2535, -1.5338], [1.1157, 0.0742, 1.3690], [1.3925, 1.2452, 0.0757], [2.1523, -0.3532, 0.0018]], "forces_ev_per_a": [[-0.23, -0.10, -0.12], [0.72, -0.11, -0.19], [0.59, -0.49, -0.06], [-1.51, 0.36, 0.41], [0.33, 0.17, -0.13], [-0.05, 0.16, -0.07], [-0.03, -0.05, 0.06], [0.03, 0.01, 0.09], [0.06, 0.08, 0.01], [0.09, -0.03, 0.01]]}


(5)
{"formula": "C18H28NO2", "method": "wB97M-V/def2-TZVPD", "gap_ev": 9.94, "smiles": "CCOC(=O)[C@H]1CC[C@@H](C[NH2+]Cc2ccccc2C)CC1", "relative_energy_ev": 0.000, "total_charge": 1, "symbols": ["C", "C", "H", "H", "O", "C", "O", "C", "H", "C", "C", "H", "H", "C", "H", "C", "H", "H", "N", "H", "C", "C", "C", "C", "C", "C", "C", "C", "H", "H", "H", "H", "H", "H", "H", "H", "H", "H", "C", "C", "H", "H", "H", "H", "H", "H", "H", "H", "H"], "coordinates": [[0.3977, 3.7068, -1.2507], [0.7785, 3.3492, 0.1770], [1.0537, 4.2392, 0.7442], [-0.0423, 2.8245, 0.6757], [1.9505, 2.5194, 0.2067], [1.8198, 1.2226, 0.0932], [0.7360, 0.6634, -0.0132], [3.1644, 0.5244, 0.1332], [3.9191, 1.3029, 0.2661], [3.4496, -0.2416, -1.1643], [2.3878, -1.3042, -1.4247], [1.4803, -0.7891, -1.7390], [2.7068, -1.9244, -2.2643], [2.1221, -2.2224, -0.2152], [2.8746, -3.0151, -0.2363], [0.7440, -2.8776, -0.3677], [0.7070, -3.4943, -1.2667], [0.5493, -3.5185, 0.4937], [-0.3251, -1.8394, -0.4345], [0.0921, -0.8994, -0.1809], [-1.5168, -2.0868, 0.4250], [-2.5406, -1.0112, 0.1706], [-3.3719, -1.1510, -0.9366], [-4.3061, -0.1827, -1.2500], [-4.4116, 0.9413, -0.4485], [-3.5894, 1.0835, 0.6541], [-2.6426, 0.1201, 0.9832], [-1.7708, 0.3150, 2.1868], [-0.7256, 0.4122, 1.8965], [-1.8638, -0.5178, 2.8823], [-2.0583, 1.2202, 2.7138], [-3.6847, 1.9600, 1.2771], [-5.1388, 1.7039, -0.6788], [-4.9480, -0.3063, -2.1076], [-3.2971, -2.0383, -1.5507], [-1.1944, -2.0993, 1.4655], [-1.9278, -3.0665, 0.1694], [-0.6629, -1.7376, -1.3952], [2.1904, -1.5602, 1.1751], [3.2521, -0.4730, 1.2940], [4.2480, -0.9172, 1.2745], [3.1364, 0.0414, 2.2491], [1.2302, -1.1206, 1.4450], [2.3978, -2.3365, 1.9139], [4.4318, -0.7056, -1.0664], [3.4878, 0.4444, -2.0116], [-0.4428, 4.3935, -1.2373], [1.2340, 4.1844, -1.7543], [0.1118, 2.8158, -1.8051]], "forces_ev_per_a": [[0.23, -0.21, 0.28], [-0.66, 0.28, -0.13], [-0.02, -0.16, -0.01], [0.16, 0.11, 0.01], [0.28, 0.21, 0.01], [0.38, -0.28, 0.07], [-0.11, 0.27, -0.05], [0.27, -0.01, 0.01], [-0.09, -0.09, -0.01], [-0.32, 0.13, -0.06], [0.24, -0.08, 0.00], [-0.02, -0.05, -0.07], [-0.08, -0.02, -0.04], [-0.30, 0.11, -0.03], [-0.10, -0.05, -0.01], [0.78, -0.52, 0.07], [-0.16, 0.06, 0.02], [-0.14, 0.05, -0.06], [0.17, 0.42, -0.06], [-0.21, -0.34, -0.21], [-0.63, 0.10, 0.19], [-0.02, -0.05, -0.06], [0.04, 0.01, 0.09], [-0.02, 0.04, -0.08], [-0.01, -0.04, -0.05], [0.03, -0.04, -0.02], [-0.02, 0.00, -0.03], [0.00, -0.02, 0.03], [0.10, 0.00, 0.06], [0.03, -0.03, 0.11], [0.02, 0.04, 0.07], [0.00, 0.09, 0.09], [-0.08, 0.08, -0.02], [-0.07, -0.01, -0.08], [-0.02, -0.14, -0.08], [0.15, -0.07, -0.12], [0.18, 0.05, 0.01], [0.10, 0.04, 0.16], [0.24, -0.08, 0.02], [-0.33, 0.12, 0.02], [0.06, 0.04, 0.01], [0.08, -0.03, 0.04], [-0.05, -0.06, 0.08], [-0.09, -0.03, 0.02], [0.06, 0.04, 0.00], [0.09, -0.03, -0.04], [-0.10, 0.08, -0.02], [0.04, 0.07, -0.06], [-0.05, -0.04, -0.05]]}


(6)
{"formula": "C3H3NO2S", "method": "wB97M-V/def2-TZVPD", "gap_ev": 8.85, "relative_energy_ev": 4.508, "total_charge": 0, "symbols": ["C", "C", "C", "H", "H", "H", "N", "O", "O", "S"], "coordinates": [[-2.3364, -0.3033, -0.3107], [1.3370, 0.9183, 0.0551], [1.9337, -0.4850, 0.3264], [-2.8936, 0.6308, -0.8148], [-2.9588, -1.3273, -0.5461], [1.6721, -0.8530, 1.3923], [-1.0283, -0.4670, 0.2233], [1.9537, 1.9089, -0.2973], [2.7645, -1.0916, -0.2818], [-0.4439, 1.0693, 0.2536]], "forces_ev_per_a": [[2.22, -3.19, -0.16], [-0.02, 0.89, -1.48], [0.71, -0.45, 2.54], [1.92, -1.66, 1.60], [1.76, 2.58, 1.14], [-0.22, 0.39, -1.27], [-6.97, 0.44, -3.00], [-0.60, -1.70, 0.90], [-0.55, 0.62, -0.69], [1.76, 2.08, 0.41]]}